{
  "formula": "C32H31F4N2O9PS",
  "method": "ωB97M-V/def2-TZVPD",
  "homo_lumo_gap_ha": 0.226,
  "e_homo_ev": -8.4,
  "smiles": "CCCOCc1c2c(c(CCCC(=O)OCC)c(F)c1S(=O)(=O)C(F)(F)F)C(=O)c1c(N)cc(OC(=O)c3ccccc3)c([PH2]=N)c1C2=O",
  "elements": ["C", "C", "C", "O", "C", "C", "C", "C", "C", "C", "C", "C", "C", "O", "O", "C", "C", "C", "F", "C", "S", "O", "O", "C", "F", "F", "F", "C", "O", "C", "C", "N", "C", "C", "O", "C", "O", "C", "C", "C", "C", "C", "C", "C", "P", "N", "C", "C", "O", "H", "H", "H", "H", "H", "H", "H", "H", "H", "H", "H", "H", "H", "H", "H", "H", "H", "H", "H", "H", "H", "H", "H", "H", "H", "H", "H", "H", "H", "H", "H"],
  "xyz": [[1.9595, 7.5528, 1.7109], [1.3668, 6.7942, 0.3938], [0.7973, 5.3598, 0.9227], [0.6344, 4.4471, -0.1920], [1.6159, 3.3587, -0.1239], [1.1275, 2.2733, -1.1869], [0.5836, 0.8696, -0.7308], [0.0481, -0.2085, -1.7542], [0.0578, 0.1071, -3.2708], [-0.4939, -0.8730, -4.4031], [0.4616, -2.1227, -4.7425], [2.0316, -1.8478, -4.5482], [2.6147, -2.7175, -3.3155], [2.1322, -3.8049, -2.9248], [3.7925, -2.2427, -2.6420], [3.4540, -1.7973, -1.2852], [4.3614, -2.6376, -0.2683], [0.6309, 1.4764, -3.7042], [0.6417, 1.7666, -5.1004], [1.1750, 2.5753, -2.7135], [1.8154, 4.1147, -3.4993], [2.2042, 5.2061, -2.5476], [3.0549, 3.7049, -4.2843], [0.6482, 4.8634, -4.7687], [0.9577, 4.4673, -6.0967], [-0.6731, 4.5450, -4.3828], [0.8387, 6.2797, -4.6871], [-0.5308, -1.5882, -1.1893], [-0.3972, -2.7100, -1.7301], [-1.3320, -1.4797, 0.2080], [-2.5620, -2.3824, 0.4970], [-3.0871, -3.3642, -0.4955], [-3.2714, -2.2678, 1.8740], [-2.7126, -1.2496, 2.9336], [-3.3979, -1.2271, 4.1955], [-2.8739, -2.2678, 5.0608], [-2.2604, -1.9906, 6.1285], [-3.0065, -3.8301, 4.7239], [-1.8865, -4.6167, 3.9464], [-2.0212, -6.1301, 3.5714], [-3.2798, -6.9739, 3.9494], [-4.4022, -6.2036, 4.7331], [-4.2688, -4.6898, 5.1062], [-1.4810, -0.3302, 2.5994], [-0.9475, 0.8885, 3.9369], [-1.8541, 2.2298, 3.7736], [-0.7529, -0.4301, 1.2372], [0.5255, 0.4137, 0.8091], [1.4201, 0.6402, 1.6592], [2.5084, 6.7563, 2.3201], [1.0835, 7.9994, 2.3141], [2.6716, 8.3692, 1.3354], [2.1746, 6.5515, -0.3749], [0.5316, 7.4238, -0.0950], [1.3930, 4.9464, 1.8046], [-0.2729, 5.5928, 1.3028], [2.6471, 3.7322, -0.4862], [1.6547, 2.9921, 0.9548], [-0.7746, -0.2350, -5.3255], [-1.4923, -1.3001, -4.0204], [0.3044, -2.3518, -5.8672], [0.0659, -3.0411, -4.1875], [2.3303, -0.7485, -4.5059], [2.5557, -2.2817, -5.4861], [2.3380, -1.9072, -1.0549], [3.6954, -0.6642, -1.2567], [3.9862, -2.4085, 0.8006], [5.4591, -2.2916, -0.3636], [4.2833, -3.7652, -0.4332], [-3.2450, -2.7958, -1.3543], [-4.0389, -3.5941, -0.1633], [-4.1700, -2.9531, 2.0985], [-0.9205, -4.1080, 3.5898], [-1.2064, -6.6848, 2.9733], [-3.4257, -8.0736, 3.6744], [-5.3691, -6.7611, 5.0172], [-5.0934, -4.1399, 5.6676], [0.4199, 1.2976, 3.8559], [-1.1833, 0.2164, 5.2017], [-2.3693, 2.2772, 4.6813]],
  "atomic_forces_ev_per_a": [[-0.468, -0.297, -1.313], [0.213, -0.826, 1.231], [-1.487, 2.117, -0.368], [1.293, -1.108, 1.173], [-0.377, 0.452, -0.959], [-0.855, -2.261, -1.450], [-0.199, 0.103, -2.532], [1.162, 3.080, -0.921], [1.135, 1.919, 1.547], [-0.548, 0.387, 0.680], [-0.328, 0.199, -1.087], [0.417, -1.355, -0.092], [-0.494, -2.483, 1.344], [1.373, 4.074, -1.834], [-2.583, 0.310, -0.845], [0.711, 0.160, 0.775], [-0.307, 0.804, 0.392], [-0.034, -0.209, 2.140], [0.000, -0.581, 3.460], [-2.530, -3.807, 0.587], [7.431, 1.146, 0.587], [-2.460, -2.800, -1.788], [-4.268, 0.320, 1.507], [-1.436, 1.764, -1.434], [-1.255, 0.983, 3.871], [2.962, 0.805, -1.460], [-0.725, -3.957, -0.360], [-0.546, -1.858, 0.372], [-0.397, 4.166, 1.236], [-0.265, 0.900, 1.429], [0.789, 1.547, 2.127], [-0.048, 2.917, 1.380], [3.144, 2.347, -0.466], [0.765, -1.413, -4.119], [2.225, -1.442, -0.378], [2.502, -0.676, 3.609], [-2.981, -0.446, -4.770], [-0.627, -4.271, -1.922], [-2.307, -1.569, 0.532], [-2.769, 0.827, 1.572], [0.020, 4.867, 1.327], [2.659, 1.518, -0.964], [2.552, -0.887, -1.688], [0.043, -2.407, -1.472], [-2.203, 1.982, -0.166], [0.531, -1.614, 1.443], [-3.676, -2.740, 0.121], [1.016, 0.168, 1.359], [-2.857, -0.420, -3.041], [-0.597, 1.419, -0.656], [1.567, -0.665, -0.842], [-1.027, -1.098, 0.944], [-1.025, 0.582, 1.052], [1.357, -1.194, 0.711], [-0.555, 0.375, -1.395], [1.690, -0.669, -0.402], [-1.458, -0.572, 0.724], [0.068, -0.003, -1.699], [0.784, -1.048, 1.508], [1.494, 0.663, -0.487], [0.182, 0.417, 1.826], [1.070, 1.410, -0.546], [-0.460, -1.534, 0.235], [-0.656, 0.687, 1.595], [1.570, -0.144, -0.429], [-0.288, -1.849, 0.160], [0.736, -0.333, -1.595], [-1.785, -0.669, 0.153], [0.013, 1.685, 0.001], [0.381, -0.893, 0.496], [0.703, -0.057, -0.231], [1.639, 1.351, -0.222], [-1.767, -0.682, 0.717], [-1.297, 1.345, 1.137], [0.391, 1.902, 0.425], [1.773, 1.101, -0.427], [1.143, -1.092, -0.875], [-0.361, -1.199, -0.218], [0.617, 0.032, -0.999], [0.187, 0.299, -1.036]],
  "lowdin_charge": [-0.13, -0.20, -0.21, -0.20, -0.15, 0.01, 0.04, 0.04, -0.04, -0.14, -0.17, -0.06, -0.35, 0.07, -0.10, -0.23, -0.08, -0.06, 0.00, -0.09, 0.86, -0.31, -0.32, -0.43, 0.08, 0.07, 0.07, -0.24, 0.07, 0.02, -0.16, 0.06, 0.08, -0.16, -0.03, -0.31, 0.08, -0.08, -0.02, -0.06, -0.06, -0.06, -0.02, -0.17, 0.75, -0.34, -0.02, -0.25, 0.03, 0.07, 0.08, 0.07, 0.09, 0.12, 0.12, 0.14, 0.14, 0.12, 0.12, 0.12, 0.12, 0.11, 0.12, 0.13, 0.11, 0.13, 0.08, 0.09, 0.09, 0.10, 0.08, 0.13, 0.11, 0.10, 0.09, 0.09, 0.10, 0.00, 0.02, -0.05]
}



{
  "formula": "C4H8N3O",
  "method": "ωB97M-V/def2-TZVPD",
  "homo_lumo_gap_ha": 0.327,
  "total_charge": 1,
  "e_homo_ev": -15.6,
  "smiles": "C[N+]1(C)CN=NC1=O",
  "elements": ["C", "C", "C", "C", "N", "N", "N", "O", "H", "H", "H", "H", "H", "H", "H", "H"],
  "xyz": [[1.3604, -0.6321, 0.0264], [0.3546, 1.4130, -0.0788], [-0.7853, -0.4864, 1.1659], [-0.7343, -0.4480, -1.1810], [2.3059, 0.3689, 0.0976], [1.7562, 1.4631, 0.1437], [0.0202, -0.0755, 0.0339], [1.6590, -1.9878, 0.1084], [-0.2463, 2.0463, 0.7034], [0.1024, 1.8337, -0.9481], [-1.8308, 0.0604, 1.0470], [-1.0066, -1.6072, 1.0215], [-0.1781, -0.3039, 2.0944], [-0.0920, -0.2448, -1.9571], [-0.9957, -1.5115, -1.0903], [-1.6897, 0.1120, -1.1870]],
  "atomic_forces_ev_per_a": [[2.444, -11.184, 0.977], [-1.109, -0.538, 5.955], [-2.156, -0.898, 1.510], [-2.007, -1.217, 1.074], [1.212, -0.192, 0.335], [0.491, 1.684, -0.410], [-0.380, 1.295, -1.600], [-2.740, 9.986, -0.774], [1.286, -1.375, -1.042], [-0.807, 1.200, -3.832], [2.370, -0.934, 0.793], [0.578, 1.710, 0.520], [-1.190, -0.092, -0.640], [0.910, 0.307, -2.327], [0.357, 0.297, -0.351], [0.740, -0.049, -0.189]],
  "lowdin_charge": [-0.25, -0.06, 0.01, 0.04, 0.17, 0.14, -0.28, 0.11, 0.20, 0.10, 0.17, 0.15, 0.14, 0.10, 0.13, 0.14]
}



{
  "formula": "C2H5N2",
  "method": "ωB97M-V/def2-TZVPD",
  "homo_lumo_gap_ha": [0.272, 0.363],
  "total_charge": 1,
  "e_homo_ev": [-15.5, -16.2],
  "elements": ["C", "C", "N", "N", "H", "H", "H", "H", "H"],
  "xyz": [[0.2194, -1.0481, -0.0803], [0.0364, 0.9292, -0.0337], [-0.8696, -0.3189, -0.0778], [1.0581, -0.0475, -0.0655], [0.3241, -2.0679, -0.0963], [-0.1646, 1.3027, -1.0259], [0.0824, 1.6474, 0.8510], [-2.6859, -0.4407, 0.8597], [1.9997, 0.0439, -0.3311]],
  "atomic_forces_ev_per_a": [[-0.640, 1.046, 0.824], [-1.828, 0.363, 0.722], [-3.121, 1.385, 1.250], [1.630, -0.472, 0.333], [0.492, -2.318, -0.131], [0.313, 1.184, -0.057], [-0.570, -1.122, -1.290], [2.364, 0.002, -1.055], [1.360, -0.067, -0.595]],
  "lowdin_charge": [-0.11, -0.08, 0.09, 0.11, 0.13, 0.13, 0.17, 0.39, 0.16]
}